Entry 1:
A structure of composition C46H37N5PbSSb. Source: the OMol25 dataset; level of theory: ωB97M-V with the def2-TZVPD basis set.

Calculated values
**Electronic energy**: -2879.27653 hartree
**Frontier orbital gap**: 5.9 eV
**Charge**: +3

Last column: Löwdin charge in e.
Atoms and positions in Å:
Pb 0.84268 0.96496 0.63607  1.040
Sb 0.09790 -2.79294 -0.67123  1.406
S 1.02460 -1.54886 1.09602  0.020
N -1.56149 1.00294 -1.70758  0.096
N -1.67785 0.95698 0.64600  -0.001
N 2.53559 1.02515 -1.26548  -0.025
N -0.19329 0.98397 -1.50669  -0.117
N -3.76680 0.98679 1.67049  0.159
C 2.38602 -2.25896 -2.46279  -0.133
C -4.16738 -2.08290 -1.32754  -0.062
C -5.85017 1.13115 0.43905  0.006
C 3.92637 5.98556 0.05562  0.029
C -2.48014 -2.65190 0.81878  -0.135
C -5.75927 1.22025 -1.97149  -0.032
C 0.82704 1.13611 4.18663  -0.082
C 3.63157 4.84956 2.13520  0.049
C -3.71549 1.05880 -0.71526  -0.103
C 0.97202 -6.49319 1.35134  -0.049
C 2.36731 -1.63428 -4.78625  -0.059
C 1.91042 -6.69660 -0.86323  -0.048
C -4.46221 1.05914 0.45619  -0.177
C -0.37373 2.70675 5.56987  -0.017
C 1.67146 -7.22368 0.39746  -0.037
C 0.28314 -1.83754 -3.59944  -0.112
C 2.71701 5.47720 -0.44701  -0.022
C 3.86023 1.01516 -1.15649  -0.107
C 0.42846 2.44683 4.45967  -0.226
C 1.95335 4.65685 0.33679  -0.003
C -4.38496 1.13907 -1.94111  -0.009
C -4.68805 -2.24342 -0.05176  -0.054
C 4.38935 5.66757 1.33171  -0.012
C 4.13068 1.34444 -3.50249  -0.013
C 2.74540 1.34893 -3.61992  -0.001
C 0.40084 0.09904 4.99611  -0.057
C -2.25929 0.99692 -0.61354  -0.290
C -2.44704 0.94065 1.70377  -0.128
C -2.80100 -2.21134 -1.54290  -0.107
C 3.06937 -1.98072 -3.63823  -0.062
C 1.44715 -5.42769 -1.18512  -0.110
C 4.69846 1.17165 -2.25304  -0.013
C 0.75006 -4.70586 -0.22065  -0.374
C 2.37841 4.36120 1.66349  -0.234
C 0.85431 3.59084 3.64582  0.018
C 0.51420 1.16939 -2.55167  -0.064
C 0.99114 -2.18941 -2.45175  -0.371
C 1.54362 3.77426 2.57132  0.101
C 1.98510 1.18169 -2.47849  -0.279
C 0.98119 -1.55823 -4.76766  -0.057
C 0.50476 -5.22417 1.04912  -0.121
C -6.49145 1.21275 -0.77859  -0.022
C -1.96291 -2.49866 -0.46694  -0.357
C -0.40459 0.36459 6.10087  -0.040
C -0.78162 1.66761 6.39227  -0.039
C -3.84742 -2.52356 1.01966  -0.062
H 4.75404 1.46233 -4.37889  0.132
H -5.75682 -2.17308 0.10462  0.121
H 0.47610 4.57026 3.96971  0.176
H -1.38362 1.87907 7.26532  0.123
H -6.41346 1.12258 1.36448  0.130
H -2.41957 -2.11873 -2.54731  0.085
H -1.98709 0.88373 2.68595  0.145
H -1.83337 -2.88490 1.65635  0.087
H 2.93696 -2.54699 -1.57425  0.110
H 4.26689 0.87563 -0.16104  0.125
H 4.51523 6.64790 -0.56743  0.135
H -4.82590 -1.88244 -2.16251  0.122
H 3.94912 4.60243 3.13975  0.142
H 0.43814 -1.31170 -5.67056  0.123
H 1.62599 -5.02395 -2.17376  0.099
H 0.72183 -0.91235 4.78557  0.115
H 5.32736 6.06854 1.68922  0.132
H 1.01616 4.25452 -0.02704  0.115
H -3.80495 1.14299 -2.85302  0.122
H -0.79495 -1.80330 -3.61169  0.086
H -4.26025 -2.67741 2.00899  0.118
H 2.03009 -8.21498 0.64010  0.123
H -7.57091 1.27653 -0.80868  0.127
H 2.26280 1.47804 -4.57987  0.133
H 2.90308 -1.43617 -5.70539  0.124
H 0.02083 1.33013 -3.50726  0.147
H 2.38904 5.74891 -1.44059  0.127
H 0.78931 -6.91415 2.33075  0.120
H 1.50787 0.92243 3.36973  0.048
H 2.45299 -7.27293 -1.60027  0.121
H 5.77094 1.15908 -2.11869  0.125
H -0.03213 -4.65567 1.79860  0.092
H -0.72238 -0.44524 6.74392  0.121
H -6.27704 1.29410 -2.91775  0.124
H -0.67768 3.72187 5.79507  0.126
H 4.14799 -2.06493 -3.66462  0.123
H -4.28566 0.98702 2.53753  0.176



Entry 2:
A cluster of 7 separate species, C32H35N7O4S in total. Source: the OMol25 dataset; level of theory: ωB97M-V with the def2-TZVPD basis set.

Calculated values
**Electronic energy**: -2322.77161 hartree
**SMILES**: CS(=O)(=O)OC(N)=O.c1ccncc1.c1ccncc1.c1ccncc1.c1ccncc1.c1ccncc1.c1ccncc1
**Relative energy (zero: lowest compared OMol25 entry of this formula, charge and spin)**: 0.0 kcal per mole
**Frontier orbital gap**: 9.3 eV
**Charge**: 0

Last column: Löwdin charge in e.
Atoms and positions in Å:
S 2.14445 5.35727 -6.39645  0.596
O 1.65158 3.06812 -3.69846  0.172
O 1.72040 4.99475 -7.70096  -0.247
O 2.33198 3.95895 -5.61982  -0.136
O 3.31761 6.15018 -6.21747  -0.274
N 3.23469 4.74272 -3.54311  0.156
N -1.07046 0.27638 4.83927  0.047
N 1.84412 1.21080 0.12729  0.063
N 2.33118 -1.72961 2.95660  0.048
N 4.40193 -4.49581 -0.25380  0.050
N -7.10909 0.97375 3.70641  0.051
N 0.28504 -4.65777 -4.19058  0.054
C 3.31944 -4.48045 -2.82334  -0.086
C 4.44780 -5.23187 -2.53329  -0.076
C 2.33674 3.88482 -4.20881  -0.564
C -2.16090 -0.16996 5.45984  -0.149
C 2.50179 3.59584 1.40684  -0.089
C -6.56258 0.25040 2.73091  -0.158
C 0.17696 -3.54614 -4.91497  -0.157
C -3.51664 1.58002 4.58306  -0.085
C -2.39109 2.05576 3.93007  -0.065
C -7.06411 0.19912 1.43919  -0.071
C 4.94661 -5.20610 -1.23927  -0.165
C 2.74048 -3.73823 -1.80746  -0.067
C -0.80726 -5.08742 -3.56362  -0.148
C -2.13011 -3.28639 -4.38890  -0.081
C -1.00070 -2.82568 -5.04580  -0.071
C -2.03314 -4.44216 -3.63119  -0.073
C 1.72517 -1.54484 4.13099  -0.148
C -8.77929 1.69420 2.14647  -0.075
C 2.05765 2.33019 -0.56507  -0.148
C -1.19614 1.36989 4.08954  -0.141
C 3.45402 -2.44511 2.95007  -0.147
C 3.31829 -3.77954 -0.54754  -0.152
C -3.40164 0.44182 5.36508  -0.074
C -8.19805 0.93745 1.14175  -0.081
C 2.20847 -2.05870 5.32532  -0.071
C 0.79286 6.12751 -5.53485  -0.100
C -8.19754 1.67870 3.40543  -0.156
C 2.28054 2.43921 2.13656  -0.085
C 3.37452 -2.80784 5.30174  -0.084
C 1.95690 1.27299 1.45386  -0.155
C 4.01230 -3.00799 4.08790  -0.068
C 2.38942 3.54059 0.02710  -0.079
H -8.62476 2.26023 4.21510  0.102
H -8.62081 0.92349 0.14548  0.105
H -0.29559 1.70969 3.58834  0.090
H 2.90326 5.70130 -3.52190  0.096
H 1.67648 -1.87271 6.24869  0.099
H 4.11282 4.76477 -4.05529  0.106
H -2.88750 -4.83837 -3.09969  0.100
H 2.36135 2.43230 3.21607  0.099
H 1.19603 6.96940 -4.97733  0.071
H -1.02673 -1.92638 -5.64567  0.101
H 0.81336 -0.95715 4.11601  0.070
H -9.66542 2.28613 1.96277  0.100
H -3.06871 -2.75272 -4.46469  0.104
H 4.92360 -3.58566 4.01708  0.102
H 1.95678 2.25738 -1.64127  0.075
H 2.76079 4.52258 1.90396  0.101
H 1.85879 -3.13723 -1.98401  0.099
H 3.78007 -3.22792 6.21361  0.102
H 1.78703 0.34560 1.98992  0.068
H -2.03168 -1.06257 6.06272  0.104
H 2.55992 4.41502 -0.58757  0.085
H -4.25663 0.03643 5.88908  0.103
H -6.57420 -0.40569 0.68852  0.102
H 3.92952 -2.57024 1.98422  0.084
H 5.82694 -5.78348 -0.97721  0.099
H 1.08124 -3.21329 -5.41433  0.104
H -4.47172 2.08062 4.48344  0.095
H 4.93434 -5.82853 -3.29320  0.098
H -2.43364 2.93823 3.30638  0.102
H 0.10938 6.49072 -6.29598  0.076
H -0.69185 -5.99174 -2.97629  0.106
H -5.67672 -0.31448 3.00156  0.100
H 2.88696 -3.20989 0.26770  0.082
H 2.89169 -4.47669 -3.81592  0.082
H 0.29143 5.43102 -4.86678  0.076



Entry 3:
A structure of composition CHLiMnO2 in a non-equilibrium geometry. Source: the OMol25 dataset; level of theory: ωB97M-V with the def2-TZVPD basis set.

Calculated values
**Multiplicity**: 6
**Electronic energy**: -1347.03332 hartree
**Relative energy (zero: lowest compared OMol25 entry of this formula, charge and spin)**: 0.0 kcal per mole
**Frontier orbital gap (alpha / beta)**: 8.6 / 8.3 eV
**Charge**: +2

Last column: Mulliken spin population.
Atoms and positions in Å:
Mn -0.61569 -1.40467 -1.89127  4.816
O -0.26466 -0.23032 -0.55116  0.149
O 0.56105 0.96840 1.10688  0.023
C 0.47436 -0.10887 0.53345  0.010
Li -0.58067 1.86100 -0.27952  -0.001
H 0.42561 -1.08554 1.08163  0.002